The molecule C2H3ClFI in a non-equilibrium geometry. Source: OMol25; level of theory: ωB97M-V/def2-TZVPD.

The geometry in XYZ format:
```
8
Properties=species:S:1:pos:R:3:mulliken_charge:R:1
F -0.68869 0.11576 2.15392 -0.25
C -0.57891 0.40892 0.76673 0.26
Cl -0.29186 2.14357 0.71766 -0.16
C 0.52145 -0.41308 0.12130 -0.93
I -0.19812 -2.39470 -0.36773 0.05
H -1.77052 0.21009 0.30959 0.27
H 0.70095 -0.12376 -0.93198 0.38
H 1.32743 -0.75238 0.85328 0.38
```

As for the total energy: -25462.2673 eV. The structure (SMILES) is F[C@@H](Cl)CI. Its net charge is 0. The calculation puts the largest force on an atom at 4.0 eV/Å. For the energy above the lowest of the compared OMol25 structures with the same formula, charge and spin, the calculation gives 33.6 kJ/mol. The value obtained for the highest occupied orbital energy is -9.87 eV.

=====

A structure of composition C25H50Cl2O3P2SV in a non-equilibrium geometry. Source: OMol25; level of theory: ωB97M-V/def2-TZVPD.

The geometry in XYZ format:
```
84
Properties=species:S:1:pos:R:3:mulliken_charge:R:1
V 0.43066 0.93012 -0.64272 -1.05
Cl 0.88131 1.61105 -2.80948 -0.38
P 2.55930 1.60894 -0.05254 0.34
C 3.07468 3.27222 -0.70049 1.14
C 3.05678 1.60308 1.72908 0.38
C 3.70214 0.43520 -0.95225 0.84
C 1.92106 4.28021 -0.66003 -1.39
H 3.30920 3.04702 -1.75721 0.59
C 4.32477 3.84667 -0.01963 -1.70
H 4.09289 4.25108 0.97439 0.30
H 4.68902 4.67777 -0.63939 0.49
H 5.14664 3.13014 0.07435 0.35
H 1.17778 4.06003 -1.43402 0.21
H 2.31732 5.28892 -0.83844 0.49
H 1.40529 4.28151 0.31145 0.27
H 3.43441 0.64002 -2.00679 0.49
C 3.38329 -1.03257 -0.66074 -0.46
C 5.18945 0.72890 -0.74072 -1.71
H 5.49913 1.65993 -1.22465 0.34
H 5.76738 -0.08655 -1.19658 0.49
H 5.45098 0.76071 0.32660 0.30
H 2.38081 -1.19777 -0.23512 -0.80
H 4.11203 -1.49264 0.02243 0.37
H 3.39136 -1.60836 -1.59892 0.50
C 2.19912 2.59146 2.52249 -1.24
H 4.10287 1.94629 1.72347 0.73
C 2.99113 0.19763 2.32997 -1.34
H 2.34703 3.63340 2.21915 0.28
H 2.46487 2.50954 3.58424 0.51
H 1.13472 2.33776 2.42445 0.06
H 2.02118 -0.28141 2.12727 -0.01
H 3.10182 0.27518 3.41968 0.59
H 3.79087 -0.45510 1.95939 0.21
Cl -0.53378 0.84691 1.45753 -0.55
H 0.01986 2.30099 -0.52954 0.61
P -2.10384 0.52096 -1.63918 0.42
C -2.02407 -0.30838 -3.29710 0.61
C -3.40063 -0.37164 -0.66369 0.58
C -2.72822 2.22926 -1.97150 0.65
C -0.85958 -1.30297 -3.38759 -1.27
H -1.80413 0.54291 -3.96750 0.64
C -3.33177 -0.97475 -3.72248 -1.76
H -3.49321 -1.91201 -3.17353 0.28
H -3.24912 -1.22304 -4.78974 0.49
H -4.20992 -0.33096 -3.60012 0.35
H 0.10493 -0.78230 -3.35022 0.09
H -0.92592 -1.83526 -4.34633 0.52
H -0.86898 -2.05402 -2.58101 0.20
H -1.96936 2.60480 -2.68312 0.51
C -2.69846 3.12332 -0.72206 -1.46
C -4.09934 2.18601 -2.64885 -1.68
H -4.03879 1.78536 -3.66588 0.32
H -4.49695 3.20574 -2.71680 0.48
H -4.81953 1.58685 -2.07458 0.31
H -2.08767 2.70135 0.08948 0.26
H -3.70996 3.31267 -0.34073 0.43
H -2.24745 4.09152 -0.98104 0.35
C -2.82972 -1.73231 -0.26360 -1.22
H -4.23778 -0.50804 -1.36453 0.77
C -3.87558 0.39575 0.56464 -1.49
H -2.70875 -2.42258 -1.10715 0.17
H -3.48465 -2.21647 0.47390 0.59
H -1.83785 -1.61005 0.20144 -0.23
H -3.02760 0.65477 1.21170 0.11
H -4.54542 -0.26079 1.13537 0.52
H -4.43343 1.30522 0.31576 0.29
C -1.96921 -4.59610 5.21736 -1.44
C -1.42880 -4.25066 3.86325 1.15
C -0.38144 -3.32761 3.76989 -0.85
C 0.22156 -3.05970 2.54313 -0.22
C -0.24395 -3.70503 1.38821 -0.41
C -1.32746 -4.58747 1.46349 -0.33
C -1.93246 -4.83516 2.69389 -0.74
S 0.53664 -3.30081 -0.17812 1.47
O 1.89237 -3.81132 -0.07848 -0.77
O -0.33873 -3.90358 -1.16924 -0.82
O 0.44640 -1.82265 -0.14421 -0.58
H -1.17489 -5.00305 5.86080 0.33
H -2.36526 -3.70646 5.72720 0.31
H -2.76752 -5.34231 5.14721 0.33
H -0.02570 -2.82496 4.66989 0.36
H 1.04936 -2.35928 2.47498 0.35
H -1.69053 -5.06233 0.55228 0.46
H -2.79502 -5.50074 2.75781 0.29
```

As for the total energy: -113025.5476 eV. Its net charge is 0. As for the expectation value of S²: 0.765. The spin multiplicity is 2. The calculation puts the largest force on an atom at 4.8 eV/Å. The value obtained for the highest occupied orbital energy (spin up / spin down) is -8.26 / -8.26 eV.

=====

A structure of composition C13H27LaNO4SSi. Source: OMol25; level of theory: ωB97M-V/def2-TZVPD.

The geometry in XYZ format:
```
48
Properties=species:S:1:pos:R:3:mulliken_charge:R:1
La 0.47992 -0.87684 0.28391 1.78
C -2.29213 -0.28251 2.84857 -0.73
C -1.13184 0.66754 3.09927 -0.74
O -0.58165 1.19286 1.88737 -0.30
C -1.32951 2.21877 1.23354 -0.81
C -2.22222 1.65828 0.15255 -0.32
O -1.39853 0.90715 -0.74074 -0.25
C -2.08879 0.31454 -1.84820 -0.87
C -2.84433 -0.92270 -1.42738 -0.41
O -1.91554 -1.80595 -0.79996 -0.30
C -2.50033 -2.73870 0.11567 -0.64
C -2.96200 -2.04037 1.38495 -0.67
O -1.98279 -1.06179 1.70097 0.11
H -3.23566 0.24916 2.67991 0.43
H -2.41736 -0.92291 3.72741 0.40
H -0.31192 0.14323 3.58567 0.35
H -1.45380 1.48596 3.74717 0.39
H -0.59947 2.89729 0.79099 0.36
H -1.92533 2.78039 1.95692 0.43
H -2.69207 2.48403 -0.39057 0.45
H -3.00364 1.02004 0.56846 0.18
H -1.31935 0.05836 -2.57803 0.37
H -2.76710 1.03963 -2.30393 0.40
H -3.27910 -1.40410 -2.30753 0.43
H -3.65460 -0.67555 -0.73796 0.32
H -1.71993 -3.46637 0.33804 0.35
H -3.33580 -3.26425 -0.35200 0.38
H -3.04792 -2.77864 2.18792 0.33
H -3.93615 -1.55340 1.26646 0.40
C 2.80321 0.48341 -2.92457 -0.90
Si 3.33885 -1.08898 -2.03813 0.07
C 4.49513 -2.06429 -3.12109 -1.00
C 4.18974 -0.57979 -0.44034 -0.93
C 1.78901 -1.99538 -1.57760 -1.17
H 3.64443 1.14705 -3.13407 0.33
H 2.08325 1.06146 -2.32957 0.25
H 2.32408 0.24714 -3.87757 0.30
H 5.40635 -1.50465 -3.34455 0.32
H 4.01491 -2.31923 -4.06762 0.30
H 4.78458 -2.99498 -2.62952 0.31
H 5.15093 -0.09359 -0.61803 0.35
H 4.36093 -1.44766 0.19842 0.35
H 3.59084 0.14827 0.13275 0.27
H 2.04653 -2.98604 -1.17724 0.49
H 1.15809 -2.14943 -2.46547 0.47
S 0.59758 -2.46651 2.65658 -0.42
C 2.07395 -2.94898 1.99921 0.29
N 3.08096 -3.18907 1.48245 -0.47
```

As for the total energy: -43166.4956 eV. Its net charge is +1. The calculation puts the largest force on an atom at 0.9 eV/Å. The value obtained for the highest occupied orbital energy is -10.87 eV.

=====

A cluster of 5 separate species, C35H63N2O8P in total in a non-equilibrium geometry. Source: OMol25; level of theory: ωB97M-V/def2-TZVPD.

The geometry in XYZ format:
```
109
Properties=species:S:1:pos:R:3:mulliken_charge:R:1
C 0.56613 -0.93962 -1.35421 -0.98
C 0.44786 -1.32841 -0.23489 -1.57
C 0.31996 -1.44532 1.22489 3.31
C 0.50782 -2.88800 1.54467 -0.21
N 0.78038 -3.99072 1.74062 -0.63
P -1.51035 -1.03391 1.63662 -0.63
O -2.09907 0.17633 0.68043 0.25
O -1.75258 -0.74519 3.25779 -0.35
C 1.45028 -0.67622 1.99062 0.45
C 2.77102 -1.37078 1.62440 -0.16
N 3.78952 -1.81299 1.31242 -0.64
C 1.63789 0.77969 1.55897 -1.53
C 0.49461 1.75251 1.96354 -0.84
C 0.00720 2.47311 0.69869 -0.04
C -1.03461 3.59013 0.92968 -1.11
C -1.89817 3.75457 -0.34339 -0.62
C -1.10104 3.69305 -1.67072 -0.86
C -1.42493 2.42184 -2.49157 -0.17
C -0.56307 2.26521 -3.74787 -1.14
C 0.95775 2.17305 -3.46091 0.13
C 1.67009 1.13614 -4.33934 -0.95
O 2.85063 0.65746 -3.72046 -0.36
C 3.07824 -0.70394 -3.97548 -0.58
O 1.26141 -0.90210 3.35604 0.13
C 2.06010 -0.08953 4.19692 -1.10
C 2.07970 -0.75978 5.57002 0.71
C 3.03178 -0.01036 6.53153 -1.91
C 0.61799 -0.85226 6.15311 0.98
C -0.00740 -2.24916 5.89014 -1.30
C 0.55683 -0.62344 7.67897 -1.66
H 0.54206 -0.49524 -2.31963 0.75
H -2.95280 0.51808 1.02215 0.34
H -2.04168 0.17201 3.38275 0.30
H 1.70427 0.79028 0.46523 0.76
H 2.58510 1.20541 1.89392 0.67
H -0.30092 1.30177 2.56319 0.16
H 0.95001 2.52272 2.60194 0.66
H 0.89517 2.95729 0.26829 0.57
H -0.30065 1.73960 -0.05157 -0.19
H -1.62268 3.47217 1.84488 0.44
H -0.46370 4.52361 1.04012 0.37
H -2.43444 4.70843 -0.31465 0.37
H -2.63393 2.93899 -0.35846 0.11
H -0.02216 3.83670 -1.56223 0.40
H -1.45313 4.52879 -2.29047 0.61
H -2.46204 2.55654 -2.83363 0.47
H -1.44050 1.51319 -1.87688 -0.04
H -0.78175 3.01168 -4.51714 0.44
H -0.84933 1.30231 -4.20288 0.46
H 1.13938 1.98480 -2.39674 -0.19
H 1.39730 3.14872 -3.70484 0.48
H 1.83395 1.51032 -5.36100 0.32
H 0.99555 0.26613 -4.46074 0.41
H 4.07635 -0.96391 -3.61330 0.21
H 2.38128 -1.36579 -3.43626 0.23
H 3.01633 -0.96195 -5.04243 0.28
H 3.10945 -0.00629 3.87890 0.36
H 1.65993 0.92704 4.31583 0.19
H 2.44045 -1.79422 5.51996 0.36
H 2.58308 0.93709 6.84225 0.32
H 3.29431 -0.61531 7.39774 0.45
H 3.96632 0.21579 6.00120 0.46
H 0.03967 -0.07685 5.63228 -0.10
H -0.89896 -2.32958 6.51867 0.42
H -0.30376 -2.34855 4.84495 0.12
H 0.72051 -3.00878 6.18900 0.40
H -0.42554 -0.89175 8.08189 0.44
H 1.29891 -1.23369 8.20187 0.32
H 0.70809 0.42778 7.94370 0.38
C -5.22674 -1.47006 -1.24725 -1.07
C -5.43070 -1.09469 0.19543 0.60
C -6.61504 -1.69422 0.90071 -0.72
O -4.66908 -0.34050 0.76258 -0.55
H -4.33865 -0.96868 -1.62910 0.23
H -5.08767 -2.54830 -1.33388 0.31
H -6.08999 -1.15995 -1.83776 0.38
H -6.53349 -2.77943 0.90285 0.02
H -7.53480 -1.39363 0.40132 0.33
H -6.63976 -1.34010 1.93067 0.33
C 8.62683 -1.60356 -1.29250 -0.98
C 8.44896 -1.19668 0.15085 0.76
C 7.27677 -1.78864 0.89011 -0.86
O 9.21553 -0.42898 0.68613 -0.56
H 9.50432 -1.10656 -1.70213 0.29
H 8.76952 -2.68317 -1.36075 0.32
H 7.75143 -1.30866 -1.87340 0.23
H 7.36193 -2.87614 0.91561 0.33
H 6.34371 -1.50179 0.40440 0.19
H 7.26796 -1.41372 1.91148 0.28
C 3.36997 5.05160 -8.08131 -1.11
C 2.72434 3.69260 -8.19303 0.88
C 3.61965 2.52839 -8.53937 -1.15
O 1.53839 3.54252 -8.01251 -0.55
H 2.61215 5.79040 -7.82839 0.30
H 4.12736 5.04168 -7.29582 0.31
H 3.82625 5.32777 -9.03324 0.34
H 4.38788 2.40741 -7.77370 0.31
H 4.08715 2.69305 -9.51142 0.41
H 3.02478 1.61821 -8.58621 0.28
C -10.71880 -4.40949 -0.18650 -1.14
C -9.22538 -4.22937 -0.07762 0.88
C -8.48513 -5.17242 0.83919 -1.13
O -8.64798 -3.36653 -0.69906 -0.52
H -11.12213 -3.66985 -0.87518 0.30
H -10.94733 -5.40622 -0.56687 0.34
H -11.18373 -4.27106 0.79095 0.33
H -8.61923 -6.20133 0.50247 0.38
H -8.85445 -5.06638 1.86047 0.30
H -7.42348 -4.93537 0.82377 0.26
```

As for the total energy: -65961.6303 eV. The structure (SMILES) is C#C[C@](C#N)(P(O)O)[C@@](C#N)(CCCCCCCCCCOC)OC[C@@H](C)C(C)C.CC(C)=O.CC(C)=O.CC(C)=O.CC(C)=O. Its net charge is 0. The calculation puts the largest force on an atom at 4.9 eV/Å. The value obtained for the highest occupied orbital energy is -7.98 eV.